Record 1
ORCA calculation (ωB97M-V/def2-TZVPD) on a cluster of 8 separate species, C72H94Br2F3NOP in total in a non-equilibrium geometry.

Each line ends with the Löwdin charge.
Cartesian coordinates (Å):
C  5.698  0.030  4.324  0.17
C  5.328  -0.247  2.973  -0.03
N  4.425  -0.712  1.810  -0.04
C  4.079  0.014  0.663  -0.10
P  4.805  1.771  0.407  0.85
O  6.025  1.630  -0.638  -0.50
C  3.034  -0.844  -0.324  -0.26
C  1.597  -0.220  0.123  -0.13
C  0.283  -0.829  -0.638  -0.17
C  -0.636  0.478  -1.100  -0.18
C  -1.501  0.910  0.256  -0.20
C  -3.117  0.678  0.108  -0.20
C  -3.830  0.082  1.489  -0.20
C  -5.246  -0.704  1.084  -0.21
C  -5.182  -2.230  1.738  -0.21
C  -4.133  -3.097  0.792  -0.22
C  -4.745  -4.648  0.737  -0.23
C  -5.967  -4.614  -0.380  -0.26
C  -5.366  -5.389  -1.732  -0.15
C  3.554  -0.823  -1.864  -0.10
C  2.643  -0.015  -2.945  -0.14
C  2.046  -0.989  -4.166  -0.63
F  1.617  -2.325  -3.689  -0.10
Br  0.527  0.066  -5.030  0.79
C  3.197  -1.280  -5.343  -0.61
F  3.779  -0.042  -5.911  -0.05
F  4.197  -2.256  -4.833  -0.06
Br  2.197  -2.265  -6.822  0.72
C  3.500  -2.334  0.280  -0.17
C  2.774  -3.683  -0.292  -0.12
C  3.958  -4.590  -1.049  -0.19
C  4.749  -5.544  0.026  -0.19
C  6.231  -5.007  0.476  -0.21
C  7.211  -4.555  -0.759  -0.24
C  7.810  -3.003  -0.594  -0.14
C  3.813  -2.128  1.865  -0.19
C  2.714  -2.369  3.028  -0.18
C  1.209  -2.786  2.573  -0.13
H  5.940  0.456  5.412  0.11
H  3.893  2.719  -0.179  0.02
H  5.408  2.305  1.627  0.04
H  1.527  -0.320  1.309  0.13
H  1.634  0.957  -0.075  0.12
H  0.505  -1.578  -1.508  0.10
H  -0.384  -1.412  0.151  0.11
H  -0.002  1.399  -1.446  0.08
H  -1.414  0.098  -1.888  0.11
H  -1.136  0.353  1.225  0.10
H  -1.341  2.069  0.453  0.11
H  -3.394  -0.075  -0.775  0.10
H  -3.692  1.687  -0.125  0.12
H  -4.159  0.964  2.221  0.12
H  -3.125  -0.617  2.111  0.09
H  -5.370  -0.706  -0.084  0.10
H  -6.184  -0.165  1.545  0.09
H  -6.269  -2.672  1.762  0.12
H  -4.702  -2.106  2.813  0.11
H  -3.021  -3.068  1.197  0.10
H  -4.095  -2.680  -0.320  0.11
H  -3.911  -5.433  0.475  0.10
H  -5.118  -4.880  1.829  0.11
H  -6.198  -3.472  -0.639  0.11
H  -6.970  -5.090  -0.001  0.11
H  -5.094  -6.491  -1.393  0.08
H  -6.144  -5.354  -2.609  0.08
H  -4.342  -4.864  -1.981  0.07
H  3.705  -1.935  -2.261  0.12
H  4.642  -0.342  -1.867  0.13
H  1.778  0.639  -2.512  0.08
H  3.373  0.744  -3.508  0.14
H  4.601  -2.433  -0.175  0.14
H  1.957  -3.389  -1.076  0.11
H  2.364  -4.384  0.568  0.12
H  3.365  -5.327  -1.773  0.12
H  4.651  -3.947  -1.743  0.10
H  4.100  -5.628  1.018  0.11
H  4.813  -6.654  -0.394  0.11
H  6.771  -5.913  1.029  0.12
H  6.212  -4.117  1.243  0.08
H  8.163  -5.255  -0.739  0.11
H  6.732  -4.671  -1.828  0.10
H  7.528  -2.516  0.439  0.06
H  7.428  -2.277  -1.434  0.07
H  8.996  -3.003  -0.639  0.08
H  4.689  -2.852  2.158  0.15
H  3.082  -3.197  3.805  0.14
H  2.628  -1.359  3.658  0.12
H  1.102  -3.967  2.709  0.10
H  0.920  -2.564  1.463  0.05
H  0.394  -2.296  3.294  0.10
C  -7.783  -0.597  4.202  -0.11
C  -9.006  -0.055  3.807  -0.10
C  -10.193  -0.726  4.098  -0.09
C  -10.158  -1.935  4.793  -0.09
C  -8.936  -2.475  5.190  -0.10
C  -7.747  -1.809  4.891  -0.10
H  -6.857  -0.075  3.972  0.09
H  -9.033  0.891  3.272  0.10
H  -11.145  -0.306  3.785  0.10
H  -11.084  -2.456  5.024  0.10
H  -8.909  -3.417  5.733  0.10
H  -6.795  -2.233  5.197  0.10
C  -0.046  4.449  -1.649  -0.10
C  1.342  4.373  -1.544  -0.11
C  2.044  5.356  -0.848  -0.10
C  1.356  6.411  -0.247  -0.09
C  -0.033  6.484  -0.349  -0.10
C  -0.734  5.506  -1.053  -0.08
H  -0.593  3.684  -2.195  0.10
H  1.878  3.548  -2.007  0.08
H  3.127  5.301  -0.772  0.09
H  1.902  7.174  0.300  0.10
H  -0.570  7.305  0.121  0.09
H  -1.816  5.566  -1.137  0.10
C  -2.207  -0.788  -9.843  -0.09
C  -1.349  -0.683  -8.749  -0.09
C  -1.786  -0.067  -7.576  -0.12
C  -3.084  0.437  -7.495  -0.09
C  -3.943  0.329  -8.589  -0.09
C  -3.503  -0.280  -9.764  -0.09
H  -1.865  -1.266  -10.758  0.10
H  -0.339  -1.082  -8.809  0.08
H  -1.115  0.021  -6.726  -0.05
H  -3.426  0.913  -6.580  0.10
H  -4.955  0.720  -8.525  0.10
H  -4.171  -0.359  -10.618  0.10
C  -0.309  8.355  4.519  -0.09
C  -0.176  7.534  3.400  -0.10
C  -0.708  6.245  3.412  -0.10
C  -1.382  5.780  4.542  -0.10
C  -1.518  6.602  5.660  -0.11
C  -0.978  7.888  5.651  -0.10
H  0.109  9.358  4.510  0.11
H  0.343  7.899  2.517  0.09
H  -0.598  5.603  2.543  0.09
H  -1.801  4.777  4.550  0.10
H  -2.045  6.241  6.540  0.11
H  -1.080  8.527  6.524  0.11
C  3.240  3.493  7.042  -0.11
C  2.014  3.799  7.633  -0.09
C  1.231  4.833  7.120  -0.08
C  1.670  5.555  6.010  -0.08
C  2.894  5.246  5.417  -0.09
C  3.681  4.218  5.936  -0.11
H  3.851  2.689  7.445  0.09
H  1.669  3.232  8.494  0.10
H  0.279  5.075  7.584  0.10
H  1.057  6.357  5.607  0.07
H  3.235  5.808  4.551  0.10
H  4.637  3.982  5.477  0.09
C  6.540  -9.839  -2.846  -0.09
C  5.314  -9.533  -2.255  -0.10
C  4.531  -8.499  -2.768  -0.12
C  4.970  -7.777  -3.878  -0.10
C  6.194  -8.086  -4.471  -0.09
C  6.981  -9.114  -3.952  -0.09
H  7.151  -10.643  -2.443  0.10
H  4.969  -10.100  -1.394  0.10
H  3.579  -8.257  -2.304  0.10
H  4.357  -6.975  -4.281  0.10
H  6.535  -7.524  -5.337  0.10
H  7.937  -9.350  -4.411  0.10
C  -5.463  7.593  -0.591  -0.10
C  -6.108  7.840  -1.803  -0.09
C  -5.392  8.354  -2.883  -0.09
C  -4.027  8.613  -2.755  -0.09
C  -3.381  8.362  -1.544  -0.11
C  -4.099  7.856  -0.461  -0.10
H  -6.022  7.195  0.252  0.10
H  -7.171  7.632  -1.904  0.10
H  -5.897  8.553  -3.824  0.10
H  -3.468  9.009  -3.598  0.10
H  -2.317  8.562  -1.445  0.09
H  -3.597  7.666  0.483  0.10

Its total charge is +1. The calculation puts the HOMO energy at -10.6 eV. Its orbital gap is 5.467 eV.

***

Record 2
ORCA calculation (ωB97M-V/def2-TZVPD) on a cluster of 12 separate species, C73H151N5O19S7 in total in a non-equilibrium geometry.

Each line ends with the Löwdin charge.
Cartesian coordinates (Å):
C  -4.474  4.692  -2.078  -0.22
C  -5.272  5.203  -0.863  -0.17
C  -4.225  5.254  0.332  -0.18
S  -2.493  5.225  -0.354  0.72
O  -1.977  3.880  -0.166  -0.35
O  -1.713  6.433  0.036  -0.35
C  -3.089  5.354  -2.091  -0.20
H  -5.073  4.774  -2.985  0.12
H  -4.245  3.633  -1.962  0.07
H  -6.244  4.765  -0.637  0.11
H  -5.567  6.211  -1.157  0.10
H  -4.468  4.538  1.118  0.07
H  -4.351  6.210  0.841  0.09
H  -2.309  4.900  -2.703  0.08
H  -3.156  6.413  -2.341  0.11
C  0.833  5.388  -2.208  -0.21
C  1.424  4.372  -3.200  -0.21
C  0.519  4.338  -4.460  -0.22
S  0.092  6.048  -4.782  0.70
O  -1.338  6.119  -4.983  -0.33
O  1.069  6.621  -5.692  -0.34
C  0.663  6.601  -3.067  -0.20
H  1.539  5.642  -1.417  0.10
H  -0.085  5.119  -1.685  0.08
H  1.625  3.330  -2.952  0.09
H  2.394  4.774  -3.492  0.11
H  -0.421  3.940  -4.078  0.09
H  0.921  3.786  -5.309  0.11
H  -0.196  7.190  -2.744  0.09
H  1.539  7.248  -3.089  0.11
C  -1.250  4.486  4.025  -0.24
C  -1.446  4.713  5.496  -0.26
C  -2.822  4.421  5.935  -0.15
S  -3.592  3.363  4.438  0.74
O  -4.591  4.190  3.780  -0.34
O  -3.937  2.023  4.946  -0.37
C  -1.988  3.238  3.607  -0.22
H  -0.198  4.397  3.753  0.10
H  -1.558  5.411  3.539  0.12
H  -1.160  5.764  5.542  0.11
H  -0.691  4.234  6.119  0.12
H  -3.558  5.193  6.160  0.10
H  -2.969  3.782  6.807  0.09
H  -2.173  3.004  2.558  0.08
H  -1.428  2.381  3.982  0.12
C  3.216  -5.413  -0.251  -0.19
C  3.612  -6.837  -0.627  -0.24
C  3.790  -6.964  -2.097  -0.24
S  2.656  -5.840  -2.866  0.73
O  1.478  -6.567  -3.419  -0.34
O  3.408  -4.906  -3.655  -0.32
C  2.165  -4.970  -1.305  -0.17
H  4.084  -4.755  -0.279  0.11
H  2.923  -5.407  0.799  0.12
H  2.837  -7.546  -0.337  0.11
H  4.477  -7.126  -0.029  0.12
H  3.580  -8.006  -2.340  0.11
H  4.816  -6.811  -2.430  0.11
H  1.241  -5.521  -1.129  0.07
H  1.888  -3.929  -1.474  0.08
C  0.768  -2.173  -6.339  -0.22
C  0.658  -2.515  -4.892  -0.21
C  -0.556  -1.618  -4.409  -0.18
S  -0.371  0.088  -5.252  0.71
O  0.337  1.034  -4.394  -0.35
O  -1.644  0.447  -5.826  -0.33
C  0.756  -0.618  -6.534  -0.18
H  -0.102  -2.602  -6.836  0.12
H  1.621  -2.674  -6.796  0.12
H  1.635  -2.324  -4.447  0.10
H  0.503  -3.550  -4.588  0.11
H  -0.719  -1.696  -3.335  0.07
H  -1.440  -2.033  -4.893  0.09
H  1.746  -0.168  -6.459  0.09
H  0.323  -0.438  -7.519  0.10
C  6.233  -0.151  1.984  -0.22
C  5.539  -1.507  1.900  -0.20
C  4.477  -1.624  3.006  -0.18
S  4.597  -0.118  4.085  0.68
O  4.705  -0.552  5.436  -0.31
O  3.502  0.701  3.595  -0.34
C  6.192  0.442  3.413  -0.20
H  5.830  0.435  1.158  0.10
H  7.290  -0.260  1.739  0.11
H  6.266  -2.301  2.070  0.11
H  5.000  -1.631  0.960  0.10
H  4.647  -2.355  3.797  0.09
H  3.436  -1.546  2.693  0.08
H  7.111  0.079  3.873  0.11
H  6.302  1.521  3.519  0.10
C  -0.212  1.122  0.940  -0.21
C  0.251  1.298  -0.503  -0.20
C  0.192  -0.100  -1.156  -0.20
S  0.462  -1.358  0.132  0.73
O  1.744  -2.021  -0.111  -0.36
O  -0.775  -2.135  0.309  -0.34
C  0.709  -0.031  1.447  -0.17
H  -1.277  0.901  0.880  0.09
H  -0.162  2.074  1.468  0.09
H  1.226  1.783  -0.462  0.10
H  -0.362  2.107  -0.899  0.10
H  0.835  -0.318  -2.009  0.08
H  -0.804  -0.273  -1.564  0.08
H  1.759  0.264  1.448  0.08
H  0.662  -0.447  2.453  0.09
C  -0.200  -8.372  -1.081  -0.04
C  -1.646  -7.857  -1.071  -0.46
C  -1.918  -7.485  0.448  -0.12
C  -2.955  -6.377  0.590  -0.19
C  -2.794  -5.233  -0.345  -0.16
C  -2.588  -5.497  -1.820  -0.48
N  -1.598  -6.605  -1.890  -0.12
O  -1.189  -6.799  -3.185  -0.02
C  -3.846  -5.737  -2.617  -0.03
C  -1.951  -4.155  -2.332  -0.02
C  -2.743  -8.816  -1.553  -0.02
H  -0.067  -8.854  -2.049  0.09
H  -0.034  -9.178  -0.365  0.09
H  0.539  -7.572  -1.040  0.05
H  -2.334  -8.336  0.987  0.11
H  -1.003  -7.271  1.001  0.11
H  -3.116  -6.033  1.611  0.11
H  -3.926  -6.811  0.350  0.10
H  -2.074  -4.526  0.066  0.11
H  -3.732  -4.683  -0.271  0.12
H  -4.304  -6.601  -2.134  0.07
H  -4.642  -4.995  -2.687  0.08
H  -3.734  -5.998  -3.669  0.09
H  -1.527  -4.253  -3.331  0.07
H  -2.559  -3.259  -2.204  0.07
H  -1.040  -4.028  -1.747  0.06
H  -2.736  -8.793  -2.643  0.08
H  -3.727  -8.553  -1.165  0.07
H  -2.500  -9.832  -1.243  0.08
H  -0.247  -6.747  -3.008  0.02
C  3.849  1.732  -3.874  -0.03
C  5.289  1.284  -4.139  -0.46
C  6.316  1.787  -3.129  -0.15
C  6.523  0.948  -1.896  -0.15
C  6.603  -0.595  -2.238  -0.11
C  5.506  -1.073  -3.187  -0.49
N  5.383  -0.205  -4.400  -0.10
O  4.504  -0.621  -5.414  -0.02
C  5.859  -2.526  -3.597  -0.03
C  4.222  -1.247  -2.387  -0.04
C  5.702  1.863  -5.535  -0.04
H  3.454  1.484  -2.889  0.07
H  3.180  1.411  -4.673  0.07
H  3.905  2.820  -3.888  0.08
H  7.277  1.890  -3.633  0.12
H  6.098  2.815  -2.840  0.12
H  5.614  1.173  -1.338  0.10
H  7.349  1.238  -1.247  0.11
H  6.555  -1.170  -1.314  0.10
H  7.548  -0.932  -2.663  0.11
H  5.769  -3.051  -2.646  0.07
H  5.196  -3.048  -4.287  0.07
H  6.915  -2.564  -3.864  0.08
H  3.779  -0.284  -2.133  0.06
H  3.407  -1.667  -2.977  0.07
H  4.282  -1.815  -1.459  0.07
H  4.984  1.953  -6.350  0.08
H  6.632  1.394  -5.857  0.08
H  6.128  2.848  -5.342  0.07
H  5.077  -0.956  -6.107  0.11
C  2.110  4.099  1.468  -0.02
C  2.922  5.305  2.049  -0.45
C  1.985  6.603  1.693  -0.10
C  2.156  7.842  2.553  -0.20
C  2.126  7.400  4.014  -0.13
C  3.079  6.179  4.388  -0.46
N  3.004  5.039  3.457  -0.10
O  3.883  3.939  3.815  -0.01
C  4.548  6.783  4.506  -0.02
C  2.674  5.696  5.787  -0.04
C  4.256  5.577  1.339  -0.03
H  1.044  4.273  1.610  0.06
H  2.360  3.127  1.892  0.07
H  2.364  3.943  0.419  0.07
H  2.251  7.012  0.718  0.11
H  0.926  6.343  1.682  0.10
H  1.488  8.670  2.314  0.12
H  3.128  8.332  2.502  0.10
H  1.087  7.142  4.215  0.11
H  2.516  8.246  4.581  0.12
H  5.190  5.902  4.508  0.07
H  4.797  7.346  3.606  0.06
H  4.713  7.209  5.495  0.08
H  1.730  5.152  5.752  0.07
H  3.463  5.110  6.259  0.08
H  2.526  6.525  6.479  0.08
H  4.221  5.498  0.253  0.08
H  4.954  4.814  1.684  0.08
H  4.684  6.543  1.609  0.07
H  3.324  3.159  3.846  0.06
C  -4.453  -1.154  6.642  -0.04
C  -3.954  -2.302  5.726  -0.46
C  -3.728  -1.672  4.340  -0.13
C  -2.929  -2.575  3.365  -0.15
C  -1.654  -3.216  4.011  -0.14
C  -1.912  -3.802  5.388  -0.49
N  -2.687  -2.845  6.231  -0.07
O  -2.723  -3.407  7.564  -0.02
C  -2.707  -5.058  5.093  -0.05
C  -0.537  -4.254  5.954  -0.04
C  -5.168  -3.378  5.590  -0.02
H  -3.790  -0.298  6.768  0.08
H  -4.662  -1.661  7.584  0.07
H  -5.430  -0.770  6.348  0.08
H  -4.690  -1.382  3.920  0.12
H  -3.277  -0.691  4.491  0.10
H  -2.621  -2.006  2.488  0.08
H  -3.482  -3.380  2.882  0.09
H  -0.888  -2.452  4.138  0.11
H  -1.177  -3.907  3.316  0.12
H  -3.303  -4.954  4.186  0.06
H  -2.016  -5.882  4.912  0.08
H  -3.381  -5.476  5.841  0.08
H  -0.496  -4.994  6.753  0.08
H  0.153  -4.594  5.181  0.08
H  0.025  -3.455  6.437  0.08
H  -5.255  -3.921  4.649  0.07
H  -6.153  -2.928  5.714  0.07
H  -5.062  -4.046  6.445  0.07
H  -2.101  -2.852  8.040  0.10
C  -4.124  1.569  0.358  -0.01
C  -4.607  0.404  -0.552  -0.46
C  -6.107  0.363  -0.467  -0.16
C  -6.869  -0.452  -1.556  -0.14
C  -6.450  0.087  -2.939  -0.16
C  -4.984  0.289  -3.183  -0.50
N  -4.389  0.867  -1.947  -0.09
O  -3.072  1.286  -2.184  -0.02
C  -4.415  -1.066  -3.538  -0.02
C  -4.839  1.331  -4.331  0.01
C  -4.167  -1.025  -0.050  0.00
H  -3.064  1.816  0.398  0.04
H  -4.338  1.481  1.423  0.09
H  -4.718  2.433  0.059  0.06
H  -6.370  -0.059  0.503  0.12
H  -6.353  1.422  -0.543  0.11
H  -7.941  -0.382  -1.373  0.11
H  -6.633  -1.489  -1.317  0.10
H  -7.098  0.947  -3.110  0.12
H  -6.833  -0.555  -3.732  0.11
H  -3.341  -1.002  -3.710  0.07
H  -4.515  -1.842  -2.780  0.06
H  -4.945  -1.539  -4.365  0.10
H  -4.945  2.357  -3.979  0.07
H  -3.929  1.080  -4.877  0.07
H  -5.713  1.177  -4.963  0.08
H  -4.325  -1.869  -0.722  0.06
H  -4.432  -1.197  0.994  0.08
H  -3.085  -0.910  0.004  0.05
H  -3.183  2.191  -2.483  0.06

Its total charge is 0. The calculation puts the HOMO energy at -7.7 eV. Its orbital gap is 7.843 eV.